# 1
17
Properties=species:S:1:pos:R:3 method="wB97M-V/def2-TZVPD" e_homo_ev=-9.348 smiles="C[C@H]1CC=CCO1" de_lowest_ev=1.684
C 1.0623 -0.9187 1.2296
C 0.0442 -1.1492 0.1327
C -1.2089 -0.2602 0.4248
C -0.7336 1.2991 0.2512
C -0.0431 1.4924 -0.8760
C -0.1330 0.2621 -1.7142
O 0.5932 -0.8185 -1.1468
H 0.6875 -1.3477 2.1655
H 1.2039 0.1566 1.3665
H 2.0237 -1.3702 0.9820
H -0.1881 -2.2279 0.0783
H -1.5300 -0.3653 1.4496
H -2.0548 -0.7302 -0.1428
H -0.6943 2.0839 1.0339
H 0.5341 2.3659 -1.1811
H -1.1887 0.0146 -1.5415
H 0.1389 0.3676 -2.7622



# 2
18
Properties=species:S:1:pos:R:3 method="wB97M-V/def2-TZVPD" e_homo_ev="-4.843 / -9.612" multiplicity=3 de_lowest_ev=0.784 s_squared=2.006
C 0.1947 0.9119 -1.3508
C -0.2999 -0.6121 1.3774
C 0.6890 -2.5290 0.1406
C 0.2106 -0.6223 -1.2539
C 0.2714 -1.2783 0.1153
S -0.3971 3.1600 0.8425
H 0.5573 1.3166 -2.2466
H 0.8343 1.2770 -0.5766
H -0.7726 1.3049 -1.0450
H -1.4009 -0.4724 1.3107
H 0.0422 -1.0437 2.2486
H 0.0487 0.4519 1.5753
H 1.0558 -3.0549 -0.7256
H 0.7917 -3.1168 1.0936
H -1.0354 2.2222 1.3998
H 1.2023 -0.9325 -1.7809
H -0.6955 -1.0730 -1.6338
H -1.2966 4.0904 0.5091



# 3
17
Properties=species:S:1:pos:R:3 method="wB97M-V/def2-TZVPD" e_homo_ev="-7.391 / -6.352" de_lowest_ev=5.325
C -0.5948 0.5363 -0.5165
C -0.8445 -0.6195 0.0972
C 0.4094 -0.5241 -0.6406
C -0.9656 1.9127 -0.8563
C -1.7078 -1.4654 0.9257
C 2.4968 0.0573 1.0228
O 0.8687 -1.2472 -1.7033
H -0.3084 2.6001 -0.3220
H -1.9953 2.1231 -0.5765
H -0.8385 2.0896 -1.9241
H -2.4212 -1.9962 0.2928
H -2.2628 -0.8615 1.6424
H -1.1052 -2.2000 1.4538
H 3.0610 0.7069 0.3857
H 2.8750 -0.9302 1.1816
H 1.9201 0.5046 1.8049
H 1.4131 -0.6865 -2.2677



# 4
15
Properties=species:S:1:pos:R:3 method="wB97M-V/def2-TZVPD" e_homo_ev=-8.922 de_lowest_ev=2.922
C -1.2491 0.0292 1.2579
C -0.5804 -0.5122 0.0214
O -1.1947 -0.7645 -0.9955
C 0.3243 1.3761 -1.9635
N -0.3469 1.5412 -2.9102
C 0.8537 -0.9166 0.1738
N 1.6656 -0.2947 1.2013
H -1.2406 1.1193 1.1728
H -0.7304 -0.2556 2.1782
H -2.2817 -0.3160 1.2829
H 0.5308 -1.9463 0.4786
H -1.0285 1.5195 -3.6396
H 1.3583 -0.9824 -0.7954
H 2.6279 -0.1448 0.9301
H 1.2915 0.5480 1.6072



# 5
20
Properties=species:S:1:pos:R:3 method="wB97M-V/def2-TZVPD" e_homo_ev=-14.413 de_lowest_ev=4.187 total_charge=+1
C 0.2176 -1.9496 -1.2605
C -0.5849 3.6603 0.9698
C -0.0647 2.5260 0.4666
C 0.8812 0.2376 0.7248
C -0.9170 0.9245 2.1032
C 0.3311 -3.8715 -2.9173
C -0.0170 1.2505 1.0901
N 0.2864 -2.7888 -2.0698
H -0.4777 4.5721 0.3813
H -1.2184 3.6724 1.8654
H 0.6380 2.5710 -0.4650
H 0.5967 -0.4479 -0.2367
H 1.9266 0.4708 0.4224
H 0.8680 -0.6982 1.4390
H -0.4091 0.6165 2.9962
H -1.5655 -0.0930 1.8173
H -1.6874 1.7143 2.2877
H 0.8164 -3.4017 -3.8950
H 0.9948 -4.5651 -2.5799
H -0.6155 -4.4002 -3.1397



# 6
12
Properties=species:S:1:pos:R:3 method="wB97M-V/def2-TZVPD" e_homo_ev=-11.448 smiles=O.O.O.O de_lowest_ev=1.508
O -0.0359 -1.2976 1.3473
H 0.4986 -0.5254 1.7247
H -0.8822 -1.0340 0.9934
O 0.0083 3.5661 -0.0922
H 0.1521 4.5136 0.0008
H -0.4676 3.2949 0.7123
O 4.7694 -1.2353 -0.7562
H 5.0946 -0.7462 -0.0142
H 3.9262 -1.5667 -0.5460
O -4.5407 -1.1794 -0.6406
H -5.0510 -1.9682 -0.3663
H -4.8793 -0.7985 -1.3712



# 7
11
Properties=species:S:1:pos:R:3 method="wB97M-V/def2-TZVPD" e_homo_ev="-8.029 / -8.049" de_lowest_ev=6.512
C 2.5159 -1.6376 1.2796
C 1.1777 -1.5420 0.7867
C 1.9277 0.1998 -0.7316
C 0.5483 -0.2197 -1.0441
C 2.2191 -0.5762 0.3503
C 0.0041 -1.1122 0.0210
S 3.3410 -1.5447 -2.3078
H 2.4413 1.1302 -1.0025
H 0.2747 0.2778 -1.9418
H -0.6526 -1.9473 -0.2755
H -0.5959 -0.4632 0.7435



# 8
9
Properties=species:S:1:pos:R:3 method="wB97M-V/def2-TZVPD" e_homo_ev=-8.753 de_lowest_ev=2.211
O 0.2752 -1.2300 1.2956
C 0.6847 -0.8996 0.0859
C 0.0280 -0.0328 -0.7014
P -1.5844 1.1805 -0.7449
H 1.1119 -1.5283 1.7425
H 1.5477 -1.3074 -0.2737
H 0.5315 0.0581 -1.5945
H -0.9845 2.6040 -0.4281
H -1.6101 1.1554 0.6185



# 9
17
Properties=species:S:1:pos:R:3 method="wB97M-V/def2-TZVPD" e_homo_ev=-8.845 de_lowest_ev=3.947
H -0.0197 2.7069 -0.4736
N 1.0680 2.6415 -0.1449
C 1.6031 1.4708 -0.0246
N 1.0926 0.0626 0.2726
C 2.1258 -0.8633 0.1269
N 1.9565 -2.1173 -0.1540
H 0.9940 -2.5900 -0.1371
C -0.1836 -0.3470 -0.0377
C -1.4205 0.0578 0.4588
C -2.6527 -0.3142 -0.1598
H 2.8147 1.3538 -0.0251
H 3.1507 -0.5390 0.5756
H -0.3954 -1.0201 -0.8047
H -1.4601 0.6118 1.3751
H -3.2949 -0.7444 0.6217
H -2.9428 0.5943 -0.4068
H -2.4357 -0.9643 -1.0623



# 10
22
Properties=species:S:1:pos:R:3 method="wB97M-V/def2-TZVPD" e_homo_ev=-9.362 smiles=CCOC(Cl)(Cl)Cn1cccn1 de_lowest_ev=0.000
C -1.1173 -2.1283 -0.3056
C -1.6984 -0.7651 -0.4351
O -0.7089 0.3131 -0.1141
C -1.1846 1.4997 0.2509
Cl -2.2648 2.1979 -0.9340
Cl -2.2790 1.4900 1.8438
C 0.0780 2.4866 0.6360
N 1.3138 1.9654 0.1460
C 2.2186 1.1536 0.6973
C 3.2169 0.9096 -0.2728
C 2.7047 1.6841 -1.3823
N 1.5822 2.3164 -1.0773
H -0.6953 -2.3823 0.5992
H -2.0608 -2.8063 -0.2944
H -0.5066 -2.4433 -1.2084
H -2.4860 -0.6389 0.1608
H -1.9881 -0.5892 -1.4560
H -0.1024 3.4984 0.1559
H -0.0673 2.7230 1.6630
H 2.0787 0.8112 1.6805
H 4.0313 0.3383 -0.0964
H 3.3949 1.8015 -2.2725



# 11
19
Properties=species:S:1:pos:R:3 method="wB97M-V/def2-TZVPD" e_homo_ev="-14.473 / -14.468" multiplicity=2 de_lowest_ev=1.198 total_charge=+1 s_squared=0.754
C 0.6585 -0.2368 -0.2653
C 0.6510 0.8214 -1.3515
C -0.1306 2.0995 -1.0832
O 0.2455 2.8463 0.0652
N -0.6619 -0.6087 0.1151
C -1.0072 -1.6884 1.1098
N 0.0646 -2.3626 1.7064
H 1.1359 -1.1704 -0.5820
H 1.1516 0.0742 0.6524
H 0.2833 0.3990 -2.2869
H 1.6923 1.0143 -1.6026
H -1.2178 1.9406 -1.0994
H 0.0416 2.7198 -1.9643
H 0.3882 2.2296 0.7941
H -1.2839 0.1912 0.2479
H -1.5935 -1.0999 1.8156
H -1.6858 -2.3487 0.5973
H 0.4617 -3.0734 1.0991
H 0.8067 -1.7471 2.0324



# 12
13
Properties=species:S:1:pos:R:3 method="wB97M-V/def2-TZVPD" e_homo_ev=0.610 smiles=[O-]CNCC[S-] de_lowest_ev=0.721 total_charge=-2
O 0.1543 1.0682 -3.1130
C 0.4076 0.2917 -2.0943
N 0.8042 1.1109 -0.7860
C 0.0023 0.8694 0.4157
C 0.2045 -0.5833 0.9840
S -0.8790 -1.2404 2.2840
H -0.5210 -0.2186 -1.6642
H 1.0853 -0.6137 -2.2361
H 1.7807 0.9845 -0.5387
H -1.0832 0.9632 0.3893
H 0.3542 1.6020 1.1492
H 1.2350 -0.7449 1.3374
H 0.2795 -1.2616 0.0932



# 13
78
Properties=species:S:1:pos:R:3 method="wB97M-V/def2-TZVPD" e_homo_ev="-7.331 / -7.331" de_lowest_ev=1.553
Pt -1.1978 -0.2548 -0.3080
O -0.5887 -0.8201 -2.1223
C 0.5356 -0.2940 -2.7034
C 0.4482 1.2414 -2.6048
C 0.7767 1.8063 -1.2663
C 1.7737 2.7603 -1.1451
C 2.0180 3.3453 0.0790
C 1.2567 2.9610 1.1607
C 0.2801 1.9868 1.0094
C -0.4909 1.5464 2.2064
C -2.0074 1.4554 1.9827
O -2.3019 0.3415 1.2314
C -2.4625 2.7657 1.3228
C -2.3454 3.9735 2.0099
C -2.6850 5.1731 1.4061
C -3.1560 5.1850 0.0986
C -3.2874 3.9881 -0.5875
C -2.9428 2.7867 0.0225
C -2.7265 1.2622 3.3252
C -4.0587 1.6447 3.4488
C -4.7675 1.3985 4.6146
C -4.1535 0.7602 5.6825
C -2.8316 0.3592 5.5645
C -2.1272 0.6031 4.3933
N 0.0479 1.4220 -0.1946
C 0.5518 -0.6896 -4.1906
C 1.4930 -0.1736 -5.0771
C 1.5126 -0.5679 -6.4058
C 0.5878 -1.4923 -6.8717
C -0.3480 -2.0160 -5.9933
C -0.3659 -1.6184 -4.6625
C 1.8046 -0.8862 -2.0784
C 3.0384 -0.2450 -2.1073
C 4.1813 -0.8728 -1.6276
C 4.1065 -2.1642 -1.1278
C 2.8773 -2.8105 -1.1008
C 1.7358 -2.1733 -1.5575
H -0.5987 1.4725 -2.8232
H 1.0539 1.7366 -3.3633
H 2.3400 3.0445 -2.0204
H 2.7839 4.1025 0.1850
H 1.3948 3.4172 2.1301
H -0.2870 2.2348 3.0279
H -0.1220 0.5570 2.4930
H -1.9955 3.9726 3.0367
H -2.5894 6.1003 1.9572
H -3.4277 6.1197 -0.3746
H -3.6638 3.9846 -1.6028
H -3.0594 1.8503 -0.5076
H -4.5489 2.1366 2.6185
H -5.8031 1.7055 4.6880
H -4.7023 0.5723 6.5962
H -2.3451 -0.1545 6.3842
H -1.1083 0.2481 4.3164
H 2.2424 0.5294 -4.7333
H 2.2535 -0.1534 -7.0777
H 0.5992 -1.8001 -7.9090
H -1.0729 -2.7400 -6.3438
H -1.0977 -2.0150 -3.9739
H 3.1246 0.7546 -2.5139
H 5.1324 -0.3563 -1.6601
H 5.0007 -2.6644 -0.7767
H 2.8004 -3.8259 -0.7293
H 0.7760 -2.6719 -1.5350
C 1.0931 -5.7753 1.2903
N 0.4641 -4.4757 1.1075
C 0.7630 -3.2967 1.6887
S -0.4183 -2.0741 1.7541
N 1.9724 -3.0593 2.2087
C 3.1568 -3.8945 2.2945
H 0.5278 -6.4910 0.6986
H 1.0712 -6.1010 2.3324
H 2.1185 -5.7931 0.9291
H -0.5068 -4.4955 0.8381
H 2.0432 -2.1230 2.5706
H 3.0162 -4.7511 2.9533
H 3.9525 -3.2784 2.7058
H 3.4850 -4.2367 1.3139



# 14
11
Properties=species:S:1:pos:R:3 method="wB97M-V/def2-TZVPD" e_homo_ev=-10.197 de_lowest_ev=5.405
O 2.0018 1.0418 -1.0626
C 1.6461 0.1783 -0.3474
N 0.7292 -0.6426 0.0859
C -0.6312 -0.6194 -0.4641
C -1.5137 0.3337 0.2197
C -2.2459 1.1139 0.7704
H 2.6713 -0.3348 0.6004
H 1.8698 -0.8534 0.8296
H -0.6044 -0.3949 -1.5365
H -1.0319 -1.6314 -0.3570
H -2.8911 1.8088 1.2614



# 15
15
Properties=species:S:1:pos:R:3 method="wB97M-V/def2-TZVPD" e_homo_ev=-9.302 de_lowest_ev=8.066
C 0.5722 -0.0485 -0.7821
C -0.5888 0.5575 -0.2317
C -2.0069 -0.1536 -0.0360
H 1.3865 -0.9560 1.5588
H 2.1783 -2.3922 0.8317
H 0.7898 0.0344 -2.0198
H 0.7075 3.0740 0.3254
H 1.6654 1.4542 0.9369
H -2.7634 -2.0316 -0.2239
N 1.3746 -1.6724 0.6660
N 1.4752 -0.9499 -0.5204
N -0.5836 1.8027 -0.1822
N 0.7997 2.2683 -0.2125
O -2.2261 -1.3985 -0.7753
O -2.7806 0.4115 0.6650



# 16
22
Properties=species:S:1:pos:R:3 method="wB97M-V/def2-TZVPD" e_homo_ev=-13.443 smiles="CC(=O)[C@@H]([n+]1ccccc1)P(Cl)Cl" de_lowest_ev=0.065 total_charge=+1
C -1.3934 2.8068 -0.3050
C -0.5230 1.7871 0.3014
O 0.0842 1.9449 1.3153
C -0.8355 0.3849 -0.2878
N 0.2145 -0.5235 -0.0029
C 1.0052 -0.8806 -1.0747
C 2.1603 -1.5761 -0.9024
C 2.5697 -1.9553 0.3356
C 1.7689 -1.5685 1.4099
C 0.6434 -0.8377 1.2212
P -2.4468 -0.4315 0.5927
Cl -3.9046 0.5323 -0.4177
Cl -2.3133 -2.0978 -0.4427
H -1.4127 3.7240 0.3210
H -2.3284 2.4183 -0.5020
H -1.0438 3.1262 -1.3553
H -1.1472 0.4141 -1.4081
H 0.8280 -0.7242 -2.1355
H 2.8726 -1.9244 -1.6324
H 3.4241 -2.4775 0.3722
H 1.8430 -1.7073 2.5024
H -0.0654 -0.4339 2.0948



# 17
55
Properties=species:S:1:pos:R:3 method="wB97M-V/def2-TZVPD" e_homo_ev=-11.517 total_charge=+1
Zr 0.3277 1.5011 0.5624
C 3.3423 -0.4913 0.7643
O 2.2070 0.3507 0.6845
H 3.0604 -1.4460 1.2085
H 3.7789 -0.6045 -0.2281
H 4.1848 -0.1288 1.3532
C -2.7636 2.2094 -1.0954
O -1.4959 2.2480 -0.4701
H -3.6178 1.8705 -0.5093
H -2.9748 3.1228 -1.6513
H -2.7663 1.5401 -1.9557
C -1.0935 -1.1134 2.6442
O -0.9806 -2.2385 1.7452
O -0.8688 0.0208 1.8468
C -2.3323 -1.2669 3.6678
F -3.2427 -0.2973 3.4094
F -2.8644 -2.4857 3.6923
F -1.9105 -0.9867 4.9837
C 0.0797 -3.2615 1.9423
C -0.3342 -4.2962 0.8751
H -1.0074 -5.0758 1.2317
H -0.7582 -3.8869 -0.0419
H 0.6036 -4.7556 0.5629
H 0.0552 -3.7084 2.9362
H 1.0887 -2.8515 1.8996
H -0.2102 -1.1312 3.2826
C 0.6410 -2.2501 -2.0009
C 0.6940 -0.7270 -2.0993
C 0.0855 -0.2094 -3.4665
O 0.1465 1.1824 -3.4519
C -0.5552 1.7961 -4.5134
N -0.0795 -0.2979 -0.9461
H 1.1805 -2.8094 -2.7653
H -0.3665 -2.6474 -2.1245
H 1.1773 -2.6161 -1.1253
H 1.7458 -0.4761 -1.9618
H -0.9502 -0.5447 -3.4108
H 0.5751 -0.6515 -4.3343
H -0.1686 1.4876 -5.4847
H -0.6322 2.8833 -4.5039
H -1.5770 1.4168 -4.5247
H -0.9681 -0.0935 -1.3806
H -0.2669 -1.1699 -0.4722
O 1.4956 3.3423 1.0328
H 2.1904 3.4760 1.6774
H 1.2991 4.2204 0.7063
O 1.2109 2.1641 -1.3317
H 1.9827 2.6990 -1.5174
H 1.0484 1.6867 -2.1453
O -0.9275 3.1539 2.0330
H -1.8422 3.3920 2.1841
H -0.4413 3.6298 2.7063
O 1.1121 1.6590 2.9373
H 1.1454 2.4642 3.4538
H 1.5378 1.0025 3.4886



# 18
17
Properties=species:S:1:pos:R:3 method="wB97M-V/def2-TZVPD" e_homo_ev="-9.191 / -9.190" de_lowest_ev=4.483
C 0.7566 0.2942 -1.3081
C -1.0357 0.8739 0.2892
C -0.2227 -1.4841 0.3508
N -0.2367 -0.1235 -0.2537
O -3.5915 -0.1531 -1.2411
O -4.4357 1.2831 0.5230
O -3.6180 -1.0099 1.0519
S -3.7053 0.1224 0.1494
H 1.8013 0.6180 -0.7455
H 1.1253 -0.5090 -1.8960
H 0.5528 1.1460 -1.9987
H -0.7768 1.8457 -0.2493
H -2.2738 0.7532 0.3112
H -0.8618 1.0143 1.4422
H 0.4913 -1.3409 1.2157
H -1.2705 -1.9414 0.4655
H 0.3232 -2.1656 -0.2859



# 19
55
Properties=species:S:1:pos:R:3 method="wB97M-V/def2-TZVPD" e_homo_ev=-10.910 total_charge=+1
N 0.3056 4.4224 2.2251
C -0.7193 3.6318 2.0229
O -1.8357 2.6793 1.7132
C -1.2914 1.9109 0.5553
N -1.5364 2.7536 -0.7145
C -1.8796 1.8453 -1.6851
C -1.9889 0.2285 -1.2686
N -3.4596 -0.0298 -1.6585
C -3.9448 -1.3613 -1.1332
O -4.5446 -1.5369 0.0473
F -3.8042 -2.5861 -2.0018
C -3.6337 -0.0479 -3.1612
O -4.8959 0.0511 -3.6610
F -2.5444 -0.1993 -4.1534
C -1.8506 0.3476 0.3534
C -0.9134 -0.6573 1.2219
F -0.0073 0.0156 2.2108
F -1.8657 -1.4558 2.0857
C -0.1218 -1.8307 0.3302
F -1.1912 -2.6524 -0.2543
F 0.4700 -2.7140 1.4111
C 1.0825 -1.3153 -0.5939
F 2.3606 -1.7775 0.0805
F 1.1813 0.1887 -0.4573
C 1.2125 -1.7302 -2.1339
F 2.3927 -2.6700 -2.2599
F 0.0993 -2.4367 -2.7930
C 1.5886 -0.5002 -3.2040
F 0.5389 0.5557 -3.2723
F 1.4963 -1.1882 -4.5512
C 3.1203 0.0389 -3.1104
F 3.7775 -0.0386 -1.7958
F 3.9359 -0.8334 -4.0369
C 3.3497 1.5837 -3.6721
F 2.5804 1.8611 -4.9365
F 4.7998 1.6323 -4.0931
C 3.1781 2.7447 -2.5275
F 3.1839 4.0602 -3.2709
F 4.3718 2.8342 -1.6054
F 1.8900 2.7115 -1.7894
H -0.1353 2.0672 0.6897
H -1.4321 3.7866 -0.8414
H -2.1100 2.2977 -2.7647
H -1.3287 -0.5222 -1.8765
H -2.9219 0.4308 0.8352
C 1.2261 -1.3252 5.0052
S -0.5425 -1.4917 5.3492
O -1.0803 -0.1182 5.6194
C -0.3468 -2.3222 6.9444
H 1.3467 -0.7924 4.0589
H 1.7110 -0.7584 5.8036
H 1.6770 -2.3164 4.9212
H 0.2340 -1.6946 7.6250
H 0.1546 -3.2820 6.7988
H -1.3387 -2.4944 7.3696



# 20
50
Properties=species:S:1:pos:R:3 method="wB97M-V/def2-TZVPD" e_homo_ev=-9.136 smiles="CCN(Cc1ccncc1)C(=O)c1cc(COc2c(C)cccc2C)on1" de_lowest_ev=3.925
C 2.5776 -0.0962 1.2766
C 1.2543 -0.8024 0.9983
N 1.4028 -1.9006 0.0651
C 1.6942 -3.2052 0.6266
C 0.5130 -3.7596 1.3767
C -0.7591 -3.7257 0.8143
C -1.8218 -4.2361 1.5407
N -1.6941 -4.7606 2.7480
C -0.4857 -4.8005 3.2797
C 0.6462 -4.3128 2.6439
C 1.2911 -1.7797 -1.2728
O 1.3868 -2.7156 -2.0448
C 0.9862 -0.4097 -1.7762
C -0.2089 -0.0115 -2.4257
C 0.0099 1.3033 -2.7256
C -0.8820 2.3761 -3.2546
O -1.7926 2.8186 -2.2564
C -1.2812 2.8414 -0.9590
C -1.7548 1.8920 -0.0499
C -2.8138 0.9032 -0.4363
C -1.2343 1.8800 1.2377
C -0.2649 2.7882 1.6178
C 0.1712 3.7426 0.7185
C -0.3312 3.7909 -0.5745
C 0.1409 4.8512 -1.5229
O 1.2368 1.6502 -2.3075
N 1.8312 0.5879 -1.7256
H 2.9659 0.3252 0.3532
H 3.3083 -0.7896 1.6855
H 2.4187 0.7059 1.9917
H 0.8408 -1.2123 1.9247
H 0.5355 -0.0810 0.6009
H 1.9336 -3.8624 -0.2166
H 2.5667 -3.1374 1.2833
H -0.9073 -3.3154 -0.1728
H -2.8270 -4.2278 1.1400
H -0.4237 -5.2401 4.2666
H 1.6115 -4.3650 3.1249
H -1.0712 -0.6085 -2.6296
H -1.5028 1.9961 -4.0704
H -0.2627 3.2037 -3.6214
H -3.0669 1.0044 -1.4875
H -3.7130 1.0777 0.1530
H -2.4779 -0.1144 -0.2383
H -1.5963 1.1441 1.9414
H 0.1406 2.7607 2.6182
H 0.9134 4.4676 1.0183
H 0.4364 5.7407 -0.9713
H 1.0084 4.5008 -2.0837
H -0.6489 5.1178 -2.2222